# 1
Formula: C2H2NO2P
Source: the Open Molecules 2025 dataset
Level of theory: ωB97M-V with the def2-TZVPD basis set

Last column: natural (NBO) charge in e.
Geometry (Å):
C: 0.884 -0.657 -0.035  -0.087
C: 0.844 0.704 0.046  0.013
N: -0.332 -1.290 0.111  -0.898
O: -0.444 1.173 0.084  -0.712
O: -2.786 0.224 0.012  -0.969
P: -1.366 -0.077 0.035  2.220
H: 1.594 -1.423 -0.125  0.230
H: 1.605 1.346 -0.127  0.203

Results
* E_LUMO: -0.03 eV
* gap between HOMO and LUMO: 9.2 eV
* DFT total energy: -623.98135 Ha
* relative energy (zero: lowest compared OMol25 entry of this formula, charge and spin): 16.9 kcal/mol
* net charge: 0


# 2
Formula: C12H25NO5
Source: the Open Molecules 2025 dataset
Level of theory: ωB97M-V with the def2-TZVPD basis set

Last column: natural (NBO) charge in e.
Geometry (Å):
C: 2.243 -3.434 0.261  -0.601
C: 3.103 -2.178 0.283  -0.399
C: 2.475 -1.018 -0.498  -0.441
C: 2.868 0.358 0.018  -0.077
O: 2.045 0.876 1.074  -0.513
C: 0.698 1.119 0.836  0.259
C: -0.351 0.103 1.259  -0.429
C: -1.579 0.387 0.383  -0.236
C: -2.481 -0.870 0.293  -0.396
C: -3.979 -0.621 0.541  -0.426
C: -4.890 -0.773 -0.681  -0.060
O: -4.573 -1.895 -1.496  -0.716
C: -0.924 0.724 -0.956  -0.221
N: 0.303 1.483 -0.589  -0.588
H: 2.104 -3.792 -0.760  0.204
H: 2.703 -4.239 0.833  0.219
H: 1.260 -3.243 0.698  0.195
H: 4.071 -2.410 -0.165  0.208
H: 3.294 -1.870 1.314  0.205
H: 2.826 -1.066 -1.534  0.216
H: 1.393 -1.150 -0.551  0.187
H: 2.927 1.088 -0.795  0.175
H: 3.859 0.324 0.466  0.223
H: 0.510 2.038 1.396  0.218
H: -0.021 -0.898 0.972  0.209
H: -0.510 0.159 2.331  0.245
H: -2.158 1.217 0.791  0.221
H: -2.333 -1.345 -0.678  0.201
H: -2.129 -1.588 1.032  0.221
H: -4.115 0.393 0.925  0.205
H: -4.329 -1.294 1.324  0.214
H: -4.871 0.143 -1.281  0.157
H: -5.911 -0.936 -0.344  0.189
H: -3.907 -1.644 -2.147  0.463
H: -0.682 -0.194 -1.488  0.211
H: -1.523 1.373 -1.591  0.232
H: 0.085 2.503 -0.495  0.517
H: 1.047 1.557 -1.279  0.455
C: 2.210 4.532 -0.114  0.965
O: 1.073 4.000 -0.414  -0.933
O: 3.068 3.602 0.550  -0.758
O: 2.609 5.648 -0.310  -0.676
H: 2.492 2.832 0.587  0.455

Results
* E_LUMO: -0.16 eV
* gap between HOMO and LUMO: 8.0 eV
* DFT total energy: -903.14238 Ha
* relative energy (zero: lowest compared OMol25 entry of this formula, charge and spin): 0.0 kcal/mol
* net charge: 0


# 3
Formula: C5H8O2
Source: the Open Molecules 2025 dataset
Level of theory: ωB97M-V with the def2-TZVPD basis set

Last column: natural (NBO) charge in e.
Geometry (Å):
C: 1.846 -0.307 0.722  -0.671
C: 0.671 0.095 -0.152  0.338
C: 0.044 -0.751 -1.155  -0.514
C: -0.736 -0.137 0.102  0.185
O: -1.183 -0.803 1.223  -0.687
C: -1.270 1.212 -0.294  -0.091
O: -0.154 1.633 -1.043  -0.605
H: 2.777 -0.391 0.157  0.230
H: 1.654 -1.309 1.163  0.258
H: 1.975 0.369 1.569  0.237
H: -0.300 -0.181 -2.008  0.272
H: 0.454 -1.745 -1.351  0.234
H: -2.143 -0.702 1.247  0.482
H: -2.248 1.220 -0.814  0.168
H: -1.389 1.797 0.632  0.162

Results
* E_LUMO (alpha / beta): 0.32 / 0.32 eV
* gap between HOMO and LUMO (alpha / beta): 9.1 / 9.1 eV
* DFT total energy: -345.62754 Ha
* relative energy (zero: lowest compared OMol25 entry of this formula, charge and spin): 111.3 kcal/mol
* net charge: 0


# 4
Formula: C5H35NO13
Source: the Open Molecules 2025 dataset
Level of theory: ωB97M-V with the def2-TZVPD basis set

Last column: natural (NBO) charge in e.
Geometry (Å):
C: 2.277 -2.187 0.086  -0.779
C: 2.456 -1.424 1.300  0.657
N: 2.445 -0.022 1.255  -0.059
C: 1.484 0.500 0.230  -0.306
C: 1.098 1.983 0.353  -0.637
C: 2.571 0.768 2.523  -0.457
O: 2.926 -1.934 2.319  -0.457
H: 2.102 -1.649 -0.897  0.279
H: 3.247 -2.643 -0.227  0.293
H: 1.481 -2.933 0.151  0.303
H: 1.794 0.294 -0.803  0.270
H: 0.429 0.010 0.390  0.327
H: 1.229 2.339 1.362  0.220
H: 1.667 2.613 -0.247  0.239
H: 0.020 2.162 0.074  0.260
H: 3.407 0.218 2.971  0.269
H: 1.667 0.595 3.210  0.292
H: 2.704 1.796 2.251  0.252
H: 2.323 -0.080 -4.282  0.476
H: 0.899 -0.484 -4.099  0.523
O: 1.716 -0.264 -3.581  -0.991
H: -3.637 -0.200 1.776  0.481
H: -2.819 -1.388 2.416  0.493
O: -3.567 -1.136 1.831  -0.939
H: 1.369 1.337 -2.817  0.497
H: 1.667 2.622 -3.543  0.492
O: 0.964 2.138 -3.093  -0.966
H: -1.996 -0.240 -0.660  0.512
H: -2.658 -1.224 0.315  0.523
O: -1.723 -0.977 0.004  -1.078
H: -0.782 -3.399 -1.771  0.483
H: -0.806 -2.080 -1.036  0.506
O: -0.333 -2.589 -1.707  -0.976
H: -1.646 2.301 -4.307  0.490
H: -0.599 1.937 -3.368  0.502
O: -1.454 1.577 -3.711  -0.990
H: 1.300 -2.430 3.204  0.487
H: 0.264 -2.724 4.253  0.497
O: 0.324 -2.546 3.282  -0.961
H: -3.144 3.740 0.897  0.480
H: -1.973 2.921 1.221  0.487
O: -2.339 3.402 0.486  -0.975
H: -2.109 2.369 3.533  0.489
H: -1.155 1.461 2.713  0.506
O: -1.448 2.403 2.801  -0.988
H: -1.441 -0.672 -3.939  0.489
H: -0.666 -1.886 -3.202  0.495
O: -0.861 -1.443 -4.052  -1.006
H: -2.332 1.774 -0.608  0.514
H: -2.043 1.203 -2.186  0.524
O: -2.433 1.084 -1.274  -1.009
H: -0.391 -1.043 2.693  0.499
H: -1.064 -0.502 1.542  0.498
O: -0.818 -0.249 2.442  -1.027

Results
* E_LUMO (alpha / beta): -3.47 / -8.09 eV
* gap between HOMO and LUMO (alpha / beta): 9.7 / 5.1 eV
* DFT total energy: -1244.07414 Ha
* relative energy (zero: lowest compared OMol25 entry of this formula, charge and spin): 37.5 kcal/mol
* net charge: +1
* multiplicity: 2